{"formula": "C8H12NO2PS", "method": "the ωB97M-V functional and the def2-TZVPD basis", "e_above_lowest_ev": 3.814, "e_tot_ev": -34197.731, "charge": 0, "homo_ev": [-8.6, -8.0], "homo_lumo_gap_ev": [7.52, 6.00], "species": ["C", "C", "C", "C", "C", "C", "C", "C", "N", "O", "O", "P", "S", "H", "H", "H", "H", "H", "H", "H", "H", "H", "H", "H", "H"], "coordinates": [[2.86521, -2.99715, 0.87468], [1.57791, -3.11620, 0.40435], [3.25410, -2.01888, 1.71644], [0.70193, -2.02330, 0.68145], [2.36822, -0.91722, 1.98395], [1.16770, -0.87506, 1.32894], [-1.22666, 3.26499, -0.39317], [-1.88422, 2.76563, -1.66219], [-2.87721, 0.15085, -0.86898], [-0.91879, -0.81544, -2.36681], [-1.20266, 1.60534, -2.13367], [-1.25647, 0.17680, -1.42270], [0.06790, 0.41817, 1.67193], [3.63586, -3.72811, 0.58275], [1.33655, -3.98978, -0.15694], [4.28858, -2.06734, 1.91015], [-0.21869, -2.00758, 0.25465], [2.66007, -0.00242, 2.52887], [-1.65311, 2.72960, 0.41674], [-0.17472, 3.00834, -0.48656], [-1.56878, 4.33728, -0.07480], [-1.81028, 3.61383, -2.40498], [-2.89542, 2.58379, -1.68542], [-3.34820, -0.83643, -0.58800], [-2.88882, 0.74028, -0.11067]], "atomic_forces_ev_per_a": [[0.5875, -1.9049, -0.5845], [-1.1703, 2.1959, 0.6847], [-1.1868, 2.4661, 0.2055], [3.4096, -1.8827, -0.4643], [2.6575, -0.1344, -0.2011], [-1.3194, -0.8789, 0.8944], [-1.6846, 1.3887, 0.4561], [2.2120, 2.3532, -1.2123], [-0.6219, -4.4674, -1.2258], [1.3813, -3.6162, -2.3829], [0.2706, 0.4804, -0.0932], [-2.0894, 3.0875, 2.3406], [-0.4133, 0.2658, -0.8476], [-0.5599, 0.1825, 0.1426], [-0.6268, -0.2053, -0.4196], [0.9555, 0.6004, 1.0941], [-2.6950, -0.0813, -1.0025], [0.1256, -0.8262, -0.1475], [0.0045, -0.9861, 1.1015], [0.1507, 0.7886, 0.3391], [1.2769, -1.5953, -1.1396], [0.5293, -1.2680, 0.1439], [-2.4638, -0.6448, 0.7465], [1.8654, 3.0854, -0.9229], [-0.5952, 1.5969, 2.4951]]}